Below is 2 unconnected molecules or ions with the total composition C4H12N2O2 in a non-equilibrium geometry, with properties calculated with the ωB97M-V functional and the def2-TZVPD basis.

Geometry as XYZ:
```
20
Properties=species:S:1:pos:R:3
O 0.764 -0.143 1.823
O -2.106 -1.731 0.661
N 0.505 -0.998 -0.206
N -0.852 -0.444 -2.272
C 0.751 0.052 0.671
C 1.050 1.533 0.216
C 0.385 -0.909 -1.772
C 0.251 2.611 1.018
H -1.542 -1.084 -2.035
H -0.639 2.831 0.568
H -0.019 2.560 2.147
H 0.752 -1.816 -2.141
H -1.047 0.442 -1.959
H 2.062 1.746 0.540
H 0.130 -1.935 0.100
H 0.856 1.570 -0.872
H 1.171 -0.234 -2.094
H 0.744 3.596 1.123
H -2.116 -1.132 -0.073
H -1.812 -1.180 1.372
```

Summary:
- SMILES = CCC(=O)NCN.O
- LUMO energy (eV) = 0.68
- relative energy (zero: lowest compared OMol25 entry of this formula, charge and spin) (kcal per mole) = 54.93
- charge = 0
- frontier orbital gap (Eh) = 0.37531

***

Below is 2 unconnected molecules or ions with the total composition C4H12N2O2 in a non-equilibrium geometry, with properties calculated with the ωB97M-V functional and the def2-TZVPD basis.

Geometry as XYZ:
```
20
Properties=species:S:1:pos:R:3
O -0.190 -2.931 2.017
O 2.099 -0.287 -1.380
N 0.013 -1.577 0.212
N 0.124 1.650 -0.228
C -0.923 -0.581 0.714
C -0.889 1.799 -1.301
C -0.256 0.753 0.903
C 0.277 -2.705 0.919
H 1.607 0.470 -1.054
H 2.967 -0.254 -0.933
H -1.030 2.872 -1.458
H 0.504 -1.390 -0.650
H -1.223 -0.935 1.708
H -0.477 1.232 -2.136
H 0.836 -3.496 0.377
H 0.661 0.603 1.498
H 0.312 2.536 0.216
H -0.787 1.390 1.659
H -1.749 -0.545 -0.006
H -1.875 1.396 -1.075
```

Summary:
- SMILES = CNCCNC=O.O
- LUMO energy (eV) = 0.72
- relative energy (zero: lowest compared OMol25 entry of this formula, charge and spin) (kcal per mole) = 39.82
- charge = 0
- frontier orbital gap (Eh) = 0.37038

***

Number 1: highest occupied orbital energy -0.350 Eh. Number 2: highest occupied orbital energy -0.344 Eh.